Computed, not measured: a molecular structure, C29H48BrNOP2Pt in a non-equilibrium geometry, with wB97M-V/def2-TZVPD.

Each line ends with the Mulliken spin population.
Atoms and positions in Å:
N  2.348  3.833  3.424  0.80
C  1.039  3.593  3.517  0.01
C  0.464  2.388  3.093  0.10
C  1.299  1.399  2.527  0.02
C  2.681  1.670  2.459  0.10
C  3.158  2.907  2.912  0.01
C  0.754  0.114  2.074  0.12
Pt  0.440  -0.366  -0.192  0.91
P  -0.873  -2.027  -1.209  0.38
C  1.642  -0.916  1.601  -0.04
C  1.348  -2.349  1.773  0.18
C  2.341  -3.276  1.390  0.01
C  2.086  -4.640  1.496  0.05
C  0.823  -5.059  1.943  0.20
C  -0.143  -4.152  2.376  0.08
C  0.117  -2.779  2.272  0.00
Br  0.396  -6.913  1.915  0.38
H  -0.226  -0.159  2.465  0.04
H  2.706  -0.707  1.457  0.01
H  -0.605  2.222  3.212  0.01
H  3.411  0.949  2.081  0.01
H  0.411  4.375  3.953  0.03
H  4.229  3.122  2.850  0.03
H  3.296  -2.897  1.009  0.00
H  -0.631  -2.054  2.595  -0.02
H  2.848  -5.363  1.227  0.00
H  -1.090  -4.492  2.800  0.00
P  1.502  1.036  -1.649  0.17
C  -2.315  -2.560  -0.208  -0.01
C  -2.767  -4.017  -0.336  0.04
H  -3.130  -1.869  -0.468  0.01
H  -2.047  -2.343  0.835  0.01
H  -3.663  -4.173  0.277  0.00
H  -3.043  -4.280  -1.364  0.00
H  -2.010  -4.726  0.025  0.00
C  0.229  -3.485  -1.301  0.08
C  -0.090  -4.496  -2.400  0.04
H  0.236  -3.943  -0.303  0.00
H  1.245  -3.093  -1.441  -0.03
H  0.658  -5.296  -2.369  0.00
H  -1.072  -4.962  -2.262  0.00
H  -0.042  -4.032  -3.392  0.00
C  -1.493  -1.591  -2.871  0.01
C  -2.653  -2.426  -3.414  0.03
H  -0.629  -1.631  -3.550  0.00
H  -1.782  -0.533  -2.806  0.02
H  -2.907  -2.083  -4.423  0.00
H  -2.403  -3.489  -3.496  0.00
H  -3.554  -2.323  -2.800  0.00
C  0.740  2.191  -2.850  0.01
C  -0.297  1.639  -3.816  0.02
H  1.581  2.611  -3.426  0.02
H  0.327  3.022  -2.263  0.00
H  -0.550  2.406  -4.558  0.00
H  0.067  0.762  -4.365  0.00
H  -1.228  1.389  -3.297  0.00
C  2.521  -0.082  -2.700  0.04
C  3.367  -1.022  -1.853  0.02
H  3.143  0.530  -3.366  0.00
H  1.821  -0.636  -3.338  -0.01
H  3.846  -1.791  -2.475  0.00
H  4.161  -0.501  -1.298  0.00
H  2.721  -1.545  -1.128  0.00
C  2.752  2.173  -0.923  0.04
C  2.237  3.519  -0.407  0.01
H  3.482  2.358  -1.725  0.01
H  3.286  1.630  -0.133  -0.01
H  3.056  4.064  0.080  0.00
H  1.851  4.164  -1.207  0.00
H  1.454  3.377  0.348  0.00
C  -3.989  1.314  1.314  0.00
C  -3.626  2.246  0.171  0.00
C  -2.629  1.409  -0.603  0.03
O  -1.905  0.627  0.363  0.03
C  -2.682  0.585  1.568  0.00
H  -4.337  1.821  2.204  0.00
H  -4.746  0.593  0.985  0.00
H  -3.124  3.134  0.579  0.00
H  -4.465  2.559  -0.437  0.00
H  -3.126  0.694  -1.274  0.00
H  -1.927  1.992  -1.209  -0.01
H  -2.118  1.095  2.364  0.00
H  -2.813  -0.461  1.875  0.00

The HOMO energy (spin up / spin down) comes out at -19.43 / -20.53 eV. Its total charge is +4. As for the spin multiplicity: 5. The value obtained for the LUMO energy (spin up / spin down) is -13.04 / -15.44 eV. Its expectation value of S² is 6.063. The relative energy (zero: lowest compared OMol25 entry of this formula, charge and spin) is 0.000 eV. The value obtained for the frontier orbital gap (spin up / spin down) is 0.2349 / 0.1869 Ha.



Computed, not measured: C4H8N2O2 in the gas phase in a non-equilibrium geometry, with wB97M-V/def2-TZVPD.

Each line ends with the natural charge from an NBO analysis.
Atoms and positions in Å:
C  -2.067  2.026  1.609  -0.24
C  -1.430  0.170  0.097  0.31
C  1.717  -1.518  -0.573  -0.38
C  2.484  -1.330  -1.916  0.43
H  -1.741  3.011  1.694  0.20
H  -1.684  1.375  2.649  0.21
H  -3.211  1.959  1.440  0.21
H  -2.473  -0.285  0.308  0.12
H  0.806  0.732  -0.349  0.37
H  2.389  -1.426  0.445  0.23
H  1.132  -2.550  -0.085  0.29
H  1.778  -0.572  -2.592  0.12
N  -0.556  -0.767  -0.186  -0.30
N  0.671  -0.419  -0.558  -0.49
O  -1.368  1.402  0.289  -0.55
O  3.553  -1.806  -2.273  -0.51

The HOMO energy comes out at -7.75 eV. The SMILES is CO/C=N\NCC=O. The value obtained for the LUMO energy is 0.64 eV. The relative energy (zero: lowest compared OMol25 entry of this formula, charge and spin) is 7.136 eV. The value obtained for the frontier orbital gap is 0.3081 Ha.



Computed, not measured: a molecular structure, C46H47Cl3GeMnN7O12S, with wB97M-V/def2-TZVPD.

Each line ends with the Mulliken spin population.
Atoms and positions in Å:
Mn  0.650  0.880  0.822  3.95
C  3.822  3.628  -0.011  0.00
C  2.407  4.028  0.204  0.01
N  1.396  3.273  0.598  0.02
C  0.296  4.087  0.631  0.03
C  0.636  5.357  0.251  0.01
N  1.979  5.290  -0.020  0.00
C  -0.084  6.635  0.049  0.00
O  -1.362  6.650  0.339  0.00
O  0.524  7.601  -0.370  0.00
C  -1.006  3.521  1.087  -0.01
O  -2.007  4.269  1.105  0.00
O  -0.962  2.315  1.423  0.03
H  4.201  3.080  0.848  0.00
H  4.437  4.513  -0.174  0.00
H  3.923  2.968  -0.872  0.00
H  2.519  6.080  -0.336  0.00
H  -1.674  5.736  0.726  0.00
Cl  4.856  -2.266  0.089  0.00
Ge  3.807  -0.549  -1.031  0.00
Cl  3.071  0.633  1.072  0.01
Cl  5.706  0.736  -1.213  0.00
O  1.148  3.048  10.997  0.00
S  2.119  2.765  9.957  0.00
O  2.263  3.802  8.957  0.00
O  3.367  2.189  10.430  0.00
C  1.381  1.360  9.056  0.00
N  0.963  0.332  9.800  0.00
C  0.456  -0.698  9.147  0.00
C  0.356  -0.745  7.765  0.00
C  0.824  0.368  7.085  0.00
N  1.328  1.416  7.731  0.00
C  0.785  0.473  5.597  0.00
C  0.503  -0.617  4.784  0.00
C  0.475  -0.464  3.412  0.04
N  0.711  0.715  2.835  -0.08
C  0.987  1.777  3.603  0.02
C  1.039  1.694  4.979  -0.01
H  0.109  -1.531  9.751  0.00
H  -0.079  -1.600  7.270  0.00
H  0.314  -1.599  5.193  0.00
H  0.267  -1.284  2.743  0.00
H  1.174  2.703  3.079  -0.01
H  1.272  2.561  5.581  0.00
O  1.311  -1.801  0.883  0.01
C  1.595  -2.814  0.280  0.00
C  1.853  -4.124  0.980  0.00
C  0.736  -5.108  0.561  0.00
C  -0.598  -4.449  0.153  0.00
C  -0.670  -3.974  -1.307  0.00
C  0.148  -2.717  -1.608  0.00
N  1.516  -2.881  -1.100  0.00
H  1.845  -3.939  2.054  0.00
H  2.841  -4.500  0.708  0.00
H  0.557  -5.796  1.389  0.00
H  1.084  -5.725  -0.274  0.00
H  -0.823  -3.605  0.816  0.00
H  -1.399  -5.175  0.314  0.00
H  -1.714  -3.791  -1.567  0.00
H  -0.326  -4.788  -1.958  0.00
H  -0.268  -1.840  -1.109  0.01
H  0.187  -2.497  -2.673  0.00
H  1.942  -3.731  -1.454  0.00
C  -5.851  -4.341  1.186  0.00
C  -4.884  -3.215  0.940  0.00
C  -4.328  -2.502  1.987  0.00
C  -3.422  -1.463  1.771  0.00
C  -2.906  -0.708  2.967  0.00
C  -3.067  -1.139  0.463  -0.02
C  -3.680  -1.792  -0.616  0.00
C  -3.434  -1.373  -2.040  0.00
C  -4.555  -2.837  -0.358  0.00
C  -2.019  -0.090  0.159  0.00
O  -2.230  0.758  -0.687  0.01
O  -0.916  -0.268  0.821  -0.01
H  -5.891  -4.600  2.244  0.00
H  -5.565  -5.235  0.629  0.00
H  -6.861  -4.070  0.870  0.00
H  -4.602  -2.751  3.007  0.00
H  -3.738  -0.454  3.626  0.00
H  -2.392  0.210  2.693  0.00
H  -2.212  -1.323  3.541  0.00
H  -2.372  -1.290  -2.267  0.00
H  -3.857  -0.387  -2.227  0.00
H  -3.884  -2.096  -2.722  0.00
H  -5.006  -3.360  -1.196  0.00
C  2.276  -2.430  -7.715  0.00
C  1.260  -1.602  -6.971  0.00
C  -0.026  -2.101  -6.802  0.00
C  -0.972  -1.370  -6.097  0.00
C  -0.652  -0.138  -5.563  0.00
C  0.635  0.375  -5.727  0.00
N  0.988  1.622  -5.228  0.00
C  0.230  2.383  -4.317  0.00
C  -0.257  3.609  -4.770  0.00
C  -1.007  4.436  -3.951  0.00
C  -1.318  4.031  -2.663  0.00
C  -0.808  2.833  -2.194  0.00
C  -0.002  2.012  -2.976  0.01
C  0.690  0.849  -2.315  0.00
O  1.249  -0.025  -2.953  0.01
O  0.768  0.907  -1.018  -0.06
C  1.601  -0.361  -6.431  0.00
C  2.994  0.195  -6.520  0.00
H  1.815  -3.339  -8.098  0.00
H  3.106  -2.725  -7.069  0.00
H  2.702  -1.887  -8.561  0.00
H  -0.283  -3.068  -7.217  0.00
H  -1.969  -1.766  -5.960  0.00
H  -1.387  0.428  -5.006  0.00
H  1.658  2.140  -5.770  0.00
H  -0.055  3.892  -5.797  0.00
H  -1.368  5.384  -4.330  0.00
H  -1.940  4.639  -2.020  0.00
H  -1.052  2.484  -1.203  0.01
H  3.342  0.484  -5.525  0.00
H  3.044  1.087  -7.155  0.00
H  3.699  -0.524  -6.928  0.00

The HOMO energy (spin up / spin down) comes out at -4.20 / -4.20 eV. Its total charge is -2. As for the spin multiplicity: 5. The value obtained for the LUMO energy (spin up / spin down) is 2.31 / 3.04 eV. Its expectation value of S² is 6.050. The relative energy (zero: lowest compared OMol25 entry of this formula, charge and spin) is 0.175 eV. The value obtained for the frontier orbital gap (spin up / spin down) is 0.2393 / 0.2661 Ha.